# 1
8 unconnected molecules or ions with the total composition C8H16Cl16 at a distorted geometry, computed with wB97M-V/def2-TZVPD.

Net charge ... 0
Structure (SMILES) ... ClCCl.ClCCl.ClCCl.ClCCl.ClCCl.ClCCl.ClCCl.ClCCl
E_tot ... -7677.40611 hartree
LUMO level ... 0.004 Ha

Last column: natural (NBO) charge in e.
Atoms and positions in Å:
1 Cl 7.522 0.503 -0.710  -0.027
2 C 6.975 -1.196 -0.764  -0.415
3 Cl 7.662 -2.255 0.426  -0.003
4 H 5.892 -1.316 -0.789  0.224
5 H 7.328 -1.582 -1.720  0.219
6 Cl 0.953 1.092 -1.067  -0.002
7 C -0.507 0.634 -0.229  -0.403
8 Cl -1.995 1.320 -0.968  -0.039
9 H -0.601 -0.452 -0.212  0.221
10 H -0.427 0.891 0.827  0.223
11 Cl 5.118 -0.726 -5.868  -0.045
12 C 5.715 0.981 -6.093  -0.369
13 Cl 7.496 1.022 -5.945  -0.040
14 H 5.595 1.440 -7.075  0.229
15 H 5.271 1.571 -5.291  0.224
16 Cl -8.725 -1.050 -1.732  -0.036
17 C -8.273 -0.173 -0.206  -0.354
18 Cl -9.424 -0.505 1.208  -0.052
19 H -7.219 -0.365 -0.005  0.223
20 H -8.283 0.897 -0.414  0.218
21 Cl -4.658 -0.196 4.829  -0.054
22 C -5.704 0.239 6.211  -0.416
23 Cl -5.053 -0.464 7.614  0.017
24 H -5.669 1.317 6.369  0.225
25 H -6.682 -0.140 5.914  0.229
26 Cl -4.496 6.944 -4.157  -0.019
27 C -2.871 6.984 -3.526  -0.424
28 Cl -1.767 6.308 -4.696  -0.001
29 H -2.670 7.989 -3.155  0.225
30 H -2.871 6.363 -2.630  0.219
31 Cl 1.404 -5.963 -0.831  -0.025
32 C 2.247 -7.457 -1.156  -0.407
33 Cl 1.131 -8.772 -0.808  -0.022
34 H 2.520 -7.442 -2.211  0.228
35 H 3.071 -7.503 -0.444  0.227
36 Cl 3.041 -1.313 5.145  -0.077
37 C 2.285 0.203 6.000  -0.326
38 Cl 2.591 1.701 5.007  -0.042
39 H 1.236 0.032 6.244  0.225
40 H 2.841 0.437 6.908  0.221

---

# 2
C21H23FN4O in the gas phase at a distorted geometry, computed with wB97M-V/def2-TZVPD.

Net charge ... 0
Structure (SMILES) ... Cc1nc2c(C(=O)N3CCCCC3)cnn2c(C)c1Cc1ccccc1F
E_tot ... -1208.18724 hartree
LUMO level ... 0.025 Ha

Last column: natural (NBO) charge in e.
Atoms and positions in Å:
1 C 1.957 2.533 0.948  -0.655
2 C 1.617 1.369 0.075  0.256
3 N 1.274 0.272 0.698  -0.433
4 C 0.987 -0.805 -0.022  0.336
5 C 0.597 -2.099 0.321  -0.272
6 C 0.517 -2.693 1.682  0.680
7 O 1.518 -3.009 2.297  -0.613
8 N -0.729 -2.868 2.178  -0.428
9 C -1.960 -2.562 1.492  -0.214
10 C -2.735 -3.849 1.205  -0.406
11 C -2.986 -4.602 2.509  -0.399
12 C -1.661 -4.864 3.221  -0.405
13 C -0.917 -3.547 3.441  -0.226
14 C 0.447 -2.748 -0.906  0.016
15 N 0.699 -1.955 -1.939  -0.313
16 N 1.024 -0.781 -1.415  -0.160
17 C 1.365 0.342 -2.092  0.273
18 C 1.366 0.246 -3.581  -0.680
19 C 1.676 1.457 -1.348  -0.062
20 C 2.068 2.752 -2.013  -0.453
21 C 1.078 3.860 -1.768  -0.112
22 C 1.483 5.105 -1.299  -0.185
23 C 0.572 6.124 -1.082  -0.223
24 C -0.774 5.919 -1.327  -0.196
25 C -1.206 4.693 -1.800  -0.293
26 C -0.279 3.692 -2.016  0.454
27 F -0.724 2.509 -2.499  -0.342
28 H 2.951 2.910 0.717  0.215
29 H 1.244 3.344 0.807  0.232
30 H 1.928 2.207 1.983  0.245
31 H -1.741 -2.027 0.567  0.227
32 H -2.563 -1.909 2.136  0.186
33 H -2.148 -4.474 0.529  0.197
34 H -3.679 -3.607 0.714  0.210
35 H -3.497 -5.546 2.306  0.210
36 H -3.633 -4.003 3.154  0.193
37 H -1.833 -5.351 4.182  0.211
38 H -1.041 -5.523 2.611  0.202
39 H 0.071 -3.719 3.870  0.250
40 H -1.493 -2.898 4.112  0.184
41 H 0.168 -3.769 -1.080  0.210
42 H 2.347 0.487 -3.987  0.231
43 H 0.632 0.930 -4.004  0.242
44 H 1.104 -0.771 -3.860  0.265
45 H 3.047 3.067 -1.645  0.227
46 H 2.150 2.593 -3.090  0.235
47 H 2.531 5.274 -1.101  0.214
48 H 0.917 7.080 -0.717  0.218
49 H -1.488 6.710 -1.153  0.219
50 H -2.247 4.502 -2.007  0.230

---

# 3
A molecular structure, C24H20Cl2N2Pd, computed with wB97M-V/def2-TZVPD.

Net charge ... +2
E_tot ... -2083.80159 hartree
LUMO level ... -0.305 Ha

Last column: natural (NBO) charge in e.
Atoms and positions in Å:
1 Pd 0.533 0.189 1.763  0.835
2 C 4.525 -0.607 0.777  -0.226
3 C 4.570 -1.241 -0.454  -0.087
4 C 3.377 -1.493 -1.099  -0.218
5 C 2.156 -1.126 -0.534  0.239
6 N 2.123 -0.510 0.674  -0.446
7 C 3.300 -0.270 1.294  0.056
8 C 0.941 -1.459 -1.328  -0.181
9 C 0.797 -2.791 -1.739  -0.183
10 C -0.276 -3.172 -2.527  -0.188
11 C -1.204 -2.225 -2.933  -0.164
12 C -1.071 -0.906 -2.531  -0.196
13 C -0.008 -0.505 -1.726  0.032
14 H 5.417 -0.377 1.341  0.262
15 H 5.512 -1.527 -0.902  0.259
16 H 3.351 -1.962 -2.073  0.257
17 H 3.249 0.201 2.261  0.207
18 H 1.530 -3.523 -1.424  0.236
19 H -0.376 -4.206 -2.830  0.248
20 H -2.032 -2.514 -3.567  0.246
21 H -1.792 -0.164 -2.850  0.239
22 N -0.782 -1.155 1.017  -0.731
23 C -2.064 -0.524 0.701  0.080
24 C -3.215 -1.141 1.175  -0.217
25 C -4.454 -0.586 0.897  -0.178
26 C -4.532 0.590 0.165  -0.163
27 C -3.376 1.215 -0.281  -0.179
28 C -2.117 0.678 -0.028  -0.077
29 C -0.900 1.437 -0.442  -0.012
30 C -0.752 2.754 0.009  -0.231
31 C 0.359 3.509 -0.328  -0.187
32 C 1.345 2.957 -1.135  -0.185
33 C 1.205 1.659 -1.595  -0.190
34 C 0.093 0.894 -1.254  -0.112
35 H -0.385 -1.596 0.180  0.449
36 H -0.917 -1.887 1.713  0.423
37 H -3.149 -2.062 1.744  0.231
38 H -5.352 -1.072 1.252  0.249
39 H -5.495 1.028 -0.056  0.248
40 H -3.445 2.136 -0.847  0.241
41 H -1.530 3.187 0.628  0.230
42 H 0.448 4.528 0.022  0.239
43 H 2.206 3.546 -1.422  0.242
44 H 1.959 1.226 -2.241  0.230
45 Cl -1.201 1.069 3.215  0.119
46 C 0.014 1.869 4.268  -0.361
47 Cl 1.616 1.600 3.526  0.078
48 H -0.011 1.397 5.243  0.269
49 H -0.189 2.933 4.285  0.269

---

# 4
2 unconnected molecules or ions with the total composition C28H42ClN3O6P at a distorted geometry, computed with wB97M-V/def2-TZVPD.

Net charge ... +1
E_tot ... -2508.56620 hartree
LUMO level ... -0.128 Ha

Last column: Löwdin charge in e.
Atoms and positions in Å:
1 C -4.269 0.624 1.940  -0.023
2 C -3.009 0.813 2.938  -0.442
3 O -3.050 1.803 3.717  0.014
4 N -1.958 -0.202 2.884  0.020
5 C -0.762 0.176 3.721  -0.190
6 C 0.519 -0.765 3.404  -0.139
7 C 1.601 0.084 2.520  -0.187
8 C 1.386 -0.325 1.004  -0.120
9 C 1.894 0.612 -0.218  -0.298
10 C 2.425 -0.551 -1.184  -0.120
11 C 1.485 -1.666 -1.783  -0.314
12 C 0.420 -1.224 -2.949  -0.041
13 O 0.892 -2.671 -0.936  -0.141
14 C -0.460 -2.500 -0.532  -0.213
15 C -1.520 -3.586 -1.095  -0.124
16 C -2.485 -3.358 -2.280  -0.065
17 C -3.512 -4.349 -2.860  -0.066
18 C -3.623 -5.741 -2.167  -0.056
19 C -2.709 -6.030 -0.917  -0.051
20 C -1.660 -4.988 -0.380  -0.010
21 C 2.902 1.732 0.378  -0.373
22 P 4.555 2.208 -0.467  0.676
23 O 4.368 2.896 -2.014  -0.397
24 Cl 5.634 0.397 -0.901  0.207
25 C 1.886 2.955 0.845  -0.088
26 C 0.431 2.418 0.339  -0.182
27 C -0.848 3.378 0.206  -0.137
28 O -0.711 4.665 0.870  -0.109
29 N -1.953 5.251 0.723  -0.043
30 O -2.147 6.040 1.582  0.103
31 N 0.901 1.605 -0.847  -0.001
32 C 1.288 2.436 -2.019  -0.094
33 C 1.776 1.879 -3.406  0.016
34 C 2.128 2.742 -4.649  -0.026
35 C 2.033 4.282 -4.615  -0.025
36 C 1.623 4.904 -3.264  -0.044
37 C 1.281 4.019 -2.063  -0.014
38 H -5.179 0.461 2.619  0.099
39 H -4.405 1.582 1.336  0.079
40 H -4.128 -0.271 1.224  0.080
41 H -1.649 -0.293 1.893  0.098
42 H -1.074 0.132 4.833  0.140
43 H -0.567 1.293 3.514  0.109
44 H 0.210 -1.730 2.879  0.096
45 H 1.025 -0.980 4.422  0.125
46 H 1.441 1.170 2.813  0.088
47 H 2.676 -0.190 2.846  0.131
48 H 1.823 -1.395 0.975  0.151
49 H 0.228 -0.337 0.876  0.096
50 H 3.077 -0.030 -1.991  0.097
51 H 3.249 -1.111 -0.584  0.125
52 H 2.231 -2.313 -2.414  0.171
53 H 1.042 -1.116 -3.924  0.096
54 H -0.089 -0.228 -2.731  0.066
55 H -0.299 -2.077 -3.219  0.081
56 H -0.880 -1.419 -0.579  0.118
57 H -0.473 -2.716 0.613  0.119
58 H -2.397 -2.338 -2.816  0.085
59 H -4.148 -4.059 -3.777  0.100
60 H -4.366 -6.487 -2.598  0.090
61 H -2.864 -7.054 -0.431  0.088
62 H -1.003 -5.218 0.536  0.096
63 H 3.410 1.545 1.408  0.104
64 H 4.140 3.847 -1.851  0.049
65 H 1.776 3.103 1.972  0.124
66 H 2.248 3.984 0.501  0.112
67 H 0.037 1.853 1.270  0.141
68 H -1.794 2.882 0.654  0.135
69 H -1.112 3.521 -0.914  0.137
70 H 0.079 0.962 -0.967  0.180
71 H 1.933 0.774 -3.575  0.063
72 H 2.470 2.259 -5.638  0.115
73 H 2.284 4.867 -5.556  0.109
74 H 1.568 6.054 -3.199  0.116
75 H 1.015 4.619 -1.112  0.096
76 C -1.325 -3.829 4.552  -0.152
77 O -0.959 -4.062 3.197  -0.155
78 H -0.436 -3.539 5.113  0.078
79 H -2.061 -3.023 4.599  0.074
80 H -1.742 -4.742 4.983  0.082
81 H -1.763 -4.316 2.724  0.068

---

# 5
C14H15N3S in the gas phase, computed with wB97M-V/def2-TZVPD.

Net charge ... 0
Structure (SMILES) ... S=C(NCCc1ccccn1)Nc1ccccc1
E_tot ... -1104.96662 hartree
LUMO level ... 0.024 Ha

Last column: natural (NBO) charge in e.
Atoms and positions in Å:
1 S -1.777 1.242 3.344  -0.262
2 C -0.633 0.610 2.334  0.296
3 N -0.146 1.282 1.278  -0.605
4 C -0.611 2.599 0.909  -0.208
5 C -0.176 2.922 -0.519  -0.443
6 C -0.719 1.896 -1.475  0.217
7 C 0.112 1.012 -2.156  -0.268
8 C -0.460 0.071 -2.996  -0.168
9 C -1.838 0.037 -3.124  -0.267
10 C -2.580 0.963 -2.403  0.054
11 N -2.039 1.864 -1.606  -0.431
12 N -0.128 -0.629 2.603  -0.604
13 C 0.642 -1.468 1.799  0.138
14 C 0.532 -1.477 0.409  -0.279
15 C 1.316 -2.335 -0.341  -0.179
16 C 2.205 -3.200 0.274  -0.238
17 C 2.292 -3.218 1.657  -0.203
18 C 1.518 -2.363 2.416  -0.195
19 H 0.698 0.945 0.837  0.401
20 H -1.702 2.601 0.977  0.243
21 H -0.223 3.352 1.607  0.203
22 H 0.914 2.956 -0.582  0.201
23 H -0.574 3.902 -0.781  0.241
24 H 1.185 1.062 -2.034  0.217
25 H 0.162 -0.626 -3.541  0.217
26 H -2.324 -0.682 -3.763  0.222
27 H -3.660 0.986 -2.465  0.196
28 H -0.375 -0.978 3.519  0.423
29 H -0.192 -0.846 -0.082  0.233
30 H 1.218 -2.333 -1.417  0.211
31 H 2.814 -3.865 -0.318  0.215
32 H 2.968 -3.902 2.147  0.216
33 H 1.584 -2.379 3.494  0.208

---

For reference, energy above the lowest of the compared OMol25 structures with the same formula, charge and spin by record: 45.1 0.0 0.0 303.9 0.0 kcal per mole.